(1)
An isolated ion of composition C19H25ClN3O2 and charge +1. Source: OMol25; level of theory: the ωB97M-V functional and the def2-TZVPD basis.

```
50
Properties=species:S:1:pos:R:3
C -0.81975 2.77804 -2.18816
H -1.77560 2.26063 -2.25455
H -0.62032 3.28299 -3.13694
H -0.85932 3.51481 -1.38097
O 0.13848 1.77563 -1.92506
C 1.44467 2.14044 -1.84054
C 1.92162 3.44112 -1.97683
C 3.27705 3.71191 -1.93199
C 4.18637 2.68153 -1.75422
C 3.73520 1.38010 -1.60101
C 2.37698 1.11191 -1.63076
N 1.93636 -0.22755 -1.47528
C 0.99524 -0.61672 -0.61119
O 0.45501 0.15098 0.18026
C 0.66246 -2.10447 -0.67865
N -0.46531 -2.43229 0.17201
H -0.49299 -3.43408 0.31794
C -1.75320 -1.93178 -0.28873
H -2.38450 -2.71592 -0.72068
C -2.55038 -1.24114 0.84507
C -3.42993 -2.15640 1.66490
C -3.05462 -3.45154 2.00347
C -3.89417 -4.25329 2.75640
C -5.12000 -3.77268 3.18419
C -5.50703 -2.48702 2.84731
C -4.66923 -1.68710 2.09049
H -4.99156 -0.69208 1.81783
H -6.46448 -2.10700 3.16763
H -5.77296 -4.39940 3.77063
H -3.58932 -5.25726 3.00779
H -2.10502 -3.84567 1.67906
H -3.21055 -0.51520 0.35953
N -1.59793 -0.44680 1.69131
C -1.07351 -1.17415 2.85424
H -1.86913 -1.38750 3.56634
H -0.61995 -2.10269 2.52115
H -0.31297 -0.56476 3.33784
C -2.16133 0.84141 2.10756
H -3.02710 0.68526 2.75073
H -1.41032 1.40624 2.65577
H -2.45526 1.42166 1.23566
H -0.74124 -0.25023 1.05810
H -1.57369 -1.18572 -1.06795
H 1.53219 -2.65657 -0.31097
H 0.50595 -2.37931 -1.73463
H 2.43242 -0.92648 -2.01098
H 4.43916 0.57621 -1.45421
Cl 5.87813 3.00754 -1.71789
H 3.62627 4.72535 -2.04437
H 1.23801 4.25944 -2.13046
```

Summary:
Total charge: +1
Maximum force: 0.78 eV Å⁻¹
Energy relative to the best compared isomer or geometry (same formula, charge and spin): 0.0 kJ/mol
Calculated total energy: -41191.10663 eV
Frontier orbital gap: 8.9 eV
Structure (SMILES): COc1ccc(Cl)cc1NC(=O)CNC[C@@H](c1ccccc1)[NH+](C)C
Multiplicity: 1
E_HOMO: -10.93 eV

(2)
A 4-piece molecular cluster, C2H12N2O4 overall. Source: OMol25; level of theory: the ωB97M-V functional and the def2-TZVPD basis.

```
20
Properties=species:S:1:pos:R:3
N 1.04258 -1.68042 -0.11661
C 0.77480 -1.70533 1.33064
C 0.79211 -0.28607 1.86580
N 1.34854 0.90104 1.46136
O 0.30704 -0.26667 3.00519
H 1.64527 -2.42529 -0.43978
H 0.19974 -1.72262 -0.67600
H -0.13541 -2.11024 1.77760
H 1.56008 -2.26963 1.82459
H 2.11992 0.87519 0.81124
H 1.36536 1.65113 2.13047
H -2.74313 1.62049 0.55170
H -3.27216 0.15879 -0.00568
O -3.40353 1.09474 0.14144
H -1.72717 -0.60968 -3.67101
H -1.51965 -1.09603 -2.31102
O -1.88625 -1.40793 -3.16007
H 0.59290 3.09007 -1.97117
H 1.44150 2.85503 -0.85285
O 1.49745 3.33343 -1.69584
```

Summary:
Maximum force: 4.53 eV Å⁻¹
Energy relative to the best compared isomer or geometry (same formula, charge and spin): 219.1 kJ/mol
Calculated total energy: -13438.14673 eV
Frontier orbital gap: 9.7 eV
Structure (SMILES): NCC(N)=O.O.O.O
Multiplicity: 1
E_HOMO: -9.74 eV